1.
The following is a DFT calculation (ωB97M-V/def2-TZVPD) of a cluster of 11 separate species, C10H40ClO14 in total.

XYZ file:
```
65
Properties=species:S:1:pos:R:3:forces:R:3
Cl 0.64284 0.15031 0.25584 0.475 -0.341 -0.148
O 0.31870 0.82854 1.48623 -0.052 0.139 -0.167
O 1.47781 1.00030 -0.57407 -0.091 0.103 0.180
O 1.39239 -1.06061 0.55209 -0.262 0.050 -0.033
O -0.55966 -0.19484 -0.46376 -0.072 -0.026 0.055
C -2.22132 3.02573 3.03098 -0.661 0.328 0.364
O -2.43986 3.40880 4.40484 0.140 -0.146 -0.289
H -2.33811 3.89285 2.37732 0.293 -0.012 -0.074
H -1.22256 2.61865 2.95063 0.068 -0.023 -0.035
H -2.96166 2.28150 2.72147 0.188 -0.173 0.034
H -3.30383 3.82389 4.45409 -0.005 0.001 0.011
C -2.95106 -2.43679 -1.73015 0.966 -0.836 -0.042
O -3.72449 -3.63490 -1.60410 -0.260 0.323 0.014
H -2.44258 -2.21089 -0.79355 -0.215 0.277 0.050
H -2.14159 -2.64348 -2.44122 -0.090 0.391 -0.150
H -3.54967 -1.60373 -2.07963 -0.281 -0.100 0.050
H -3.11080 -4.29832 -1.27605 -0.043 -0.023 0.048
C -3.96098 -0.24677 1.13742 -0.348 0.006 0.572
O -3.95348 -0.63904 2.51565 0.132 0.168 -0.100
H -3.08331 -0.68705 0.67913 -0.053 -0.053 -0.129
H -4.89458 -0.59881 0.69088 0.209 -0.059 -0.396
H -3.90630 0.83973 1.02265 0.077 -0.010 0.012
H -4.68080 -0.18514 2.94786 0.016 -0.018 0.071
C 5.18620 -0.37806 0.21440 -0.451 -0.073 -0.449
O 4.34852 0.61109 0.77529 0.206 0.034 0.073
H 5.60500 -0.04476 -0.74379 0.155 -0.015 0.105
H 5.99434 -0.62487 0.90087 0.003 0.114 0.081
H 4.60443 -1.27955 0.00312 0.217 -0.140 0.146
H 3.48730 0.52747 0.34858 -0.147 0.196 0.031
C 3.24391 -0.82193 3.52746 0.345 0.271 0.481
O 4.12370 -1.62453 4.33824 -0.223 -0.056 -0.154
H 2.32037 -0.67319 4.08225 -0.067 -0.236 -0.023
H 3.68600 0.16535 3.38348 -0.032 -0.032 -0.265
H 3.04053 -1.28607 2.56645 -0.118 0.029 -0.045
H 4.82283 -1.93367 3.75750 0.046 0.006 0.049
C 0.97093 4.26234 -0.31464 0.394 0.275 -0.496
O 0.12982 3.75607 0.69142 -0.018 0.135 -0.009
H 1.04156 5.35263 -0.25646 -0.240 -0.047 0.301
H 1.99530 3.88683 -0.22803 -0.083 -0.120 -0.032
H 0.60331 4.03996 -1.32562 0.026 -0.175 0.089
H 0.33147 2.81553 0.77623 -0.115 -0.104 0.168
C 3.15310 -2.36448 -2.40193 -0.310 0.505 -0.265
O 4.15726 -3.26288 -2.86904 -0.124 -0.040 0.119
H 3.31349 -2.03960 -1.37645 0.130 -0.239 0.069
H 3.16688 -1.46535 -3.02430 0.054 -0.028 -0.005
H 2.14186 -2.77152 -2.45875 0.076 -0.174 0.007
H 3.73933 -4.10809 -3.04273 0.050 -0.023 0.057
C -0.51213 -3.81591 1.43843 -0.253 0.378 -0.343
O -0.28747 -3.52369 0.06578 -0.124 -0.157 -0.060
H 0.41721 -3.80573 2.01057 0.012 -0.143 0.053
H -1.20345 -3.09140 1.88174 0.045 -0.024 0.075
H -0.99328 -4.79207 1.46569 0.163 -0.106 0.170
H -0.01940 -2.59902 -0.00426 0.179 0.055 0.065
C -2.85178 2.56497 -1.49922 0.040 0.312 -0.020
O -3.97076 2.93474 -2.30464 -0.123 -0.266 -0.075
H -3.01575 2.85512 -0.45881 0.181 -0.037 0.032
H -2.71187 1.48784 -1.54260 -0.177 -0.039 -0.074
H -1.93811 3.03178 -1.87677 0.051 0.013 0.172
H -4.14187 3.87121 -2.18027 0.094 -0.013 0.030
C -0.18945 0.55195 -3.78469 -0.025 -0.792 0.682
O 0.08540 0.74017 -5.16179 -0.114 0.031 -0.159
H -0.66139 -0.41396 -3.55193 -0.074 0.024 -0.365
H 0.71364 0.55227 -3.16775 -0.021 0.441 -0.021
H -0.89986 1.30054 -3.44686 0.218 0.274 -0.105
H 0.58776 -0.01746 -5.47074 0.024 0.016 0.016
```
Forces are in eV/Å.

Values from the calculation:
net charge: -1
relative energy (zero: lowest compared OMol25 entry of this formula, charge and spin): 63.9 kcal per mole
orbital gap: 0.3700 Ha

Atom charges from the natural (NBO) analysis, given in e for atoms 1 to 6: number 1, Cl, carries 2.534; number 2, O, carries -0.856; number 3, O, carries -0.884; number 4, O, carries -0.890; number 5, O, carries -0.872; number 6, C, carries -0.247

---

2.
The following is a DFT calculation (ωB97M-V/def2-TZVPD) of a cluster of 4 separate species, C25H51F9IN5O5P in total.

XYZ file:
```
97
Properties=species:S:1:pos:R:3:forces:R:3
C 5.61995 -0.41237 1.13539 -0.806 0.054 -0.223
C 4.86236 -0.08812 -0.15573 0.749 0.052 0.168
C 5.17199 -1.07142 -1.29258 -0.517 0.407 0.093
C 4.01559 -1.99242 -1.72181 0.649 -0.223 0.438
N 3.06814 -2.32023 -0.63700 -0.001 0.231 -0.608
C 1.69689 -2.44943 -0.99669 0.393 -0.853 -0.040
C 1.13820 -3.84212 -0.71575 0.112 0.409 0.165
N 1.14011 -4.13600 0.69790 -0.212 -0.169 -0.233
C 0.47816 -3.12521 1.50468 -0.457 -0.214 0.157
N -0.93380 -3.12179 1.09616 0.113 -0.258 -0.318
C 0.63699 -3.56856 2.95944 0.322 0.078 0.101
C 2.03022 -3.40838 3.51172 0.814 -0.039 0.225
O 3.03293 -3.46770 2.85239 -0.551 0.091 0.160
I 2.16934 -3.11208 5.64044 -0.073 -0.128 -0.187
C 1.01448 -1.68791 1.25882 -0.405 -0.742 0.922
P 0.24938 -0.30764 2.30473 -0.274 0.578 -0.328
N -1.06226 -1.01497 3.11557 0.410 0.304 0.367
O 1.33458 -0.31993 3.53930 -0.090 -0.406 -0.063
N 0.86805 -1.44195 -0.19735 0.252 0.436 -0.670
C 1.21616 -0.07638 -0.68414 -0.460 1.030 -0.653
C 0.32216 0.34073 -1.86840 0.232 -0.938 0.589
C -1.05482 0.85028 -1.49218 -0.097 0.288 -0.980
F -1.93610 0.38904 -2.42479 0.011 0.066 0.175
F -1.44996 0.35569 -0.30028 0.042 -0.086 0.156
C -1.25841 2.39340 -1.49579 -0.943 0.032 0.284
F -2.49623 2.59551 -0.95976 0.524 -0.001 -0.330
F -1.27265 2.86148 -2.76946 0.066 -0.325 0.752
C -0.28316 3.22161 -0.61695 -0.114 0.761 0.231
F -0.14326 2.60868 0.58556 -0.155 0.212 -0.461
F -0.85968 4.43006 -0.41705 0.317 -0.659 -0.158
C 1.15511 3.47027 -1.20601 0.313 0.628 0.230
F 1.20173 3.21917 -2.51938 0.208 0.238 0.338
F 2.03824 2.64944 -0.59711 -0.209 0.427 -0.339
F 1.52042 4.74195 -0.98711 -0.120 -1.044 -0.191
H 6.66431 -0.14565 1.07220 0.320 -0.128 -0.021
H 5.49205 -1.46413 1.36820 0.219 -0.249 0.148
H 5.17030 0.15016 1.94600 0.115 0.169 0.321
H 5.16721 0.90279 -0.47378 -0.138 0.307 -0.044
H 3.81206 -0.04692 0.09576 -0.268 -0.053 -0.147
H 5.44072 -0.49550 -2.17006 0.224 -0.006 -0.273
H 6.04872 -1.64706 -1.02200 0.126 -0.247 0.054
H 3.51339 -1.56669 -2.58252 -0.433 0.166 0.018
H 4.46786 -2.91878 -2.06474 -0.020 -0.174 -0.329
H 3.39265 -3.16366 -0.19518 0.003 -0.063 0.426
H 1.53874 -2.22456 -2.04591 -0.091 0.314 -0.179
H 0.13498 -3.91736 -1.12282 -0.259 -0.025 -0.034
H 1.74272 -4.56385 -1.24859 0.168 -0.186 -0.102
H 2.05004 -4.37669 1.05894 0.150 0.093 0.076
H -1.13761 -4.00889 0.65341 0.015 -0.163 0.011
H -1.53639 -3.07150 1.90230 -0.182 0.464 0.098
H 0.43387 -4.63628 2.97008 -0.061 -0.289 0.074
H -0.06860 -3.11612 3.63784 -0.149 0.114 -0.038
H 2.06878 -1.69809 1.51198 0.343 0.221 -0.347
H -0.77586 -1.33984 4.03896 -0.103 -0.107 -0.058
H -1.72708 -0.27034 3.27698 -0.348 -0.036 -0.066
H 2.21436 -0.11193 3.21912 0.423 0.224 0.182
H -0.11155 -1.61295 -0.44668 -0.246 -0.165 0.455
H 1.14045 0.66064 0.10147 -0.054 -0.205 0.369
H 2.23008 -0.04778 -1.04626 0.326 -0.371 0.157
H 0.85761 1.01486 -2.51978 -0.040 0.263 -0.089
H 0.13882 -0.55373 -2.45821 -0.094 -0.086 -0.309
C -5.80131 4.47633 -4.20998 -0.058 -0.076 -0.141
C -6.37531 3.68461 -3.04572 0.384 0.178 0.057
C -6.09408 4.36494 -1.71555 -0.064 -0.080 0.109
O -5.83905 2.35993 -3.04113 -0.242 -0.069 -0.033
H -4.71418 4.55808 -4.11520 -0.001 0.053 0.071
H -6.00891 3.97102 -5.15363 -0.038 0.009 0.000
H -6.22026 5.48246 -4.25379 0.014 0.010 0.012
H -7.45112 3.56978 -3.17758 -0.013 -0.118 -0.009
H -5.01477 4.44185 -1.55290 0.015 0.066 -0.052
H -6.50771 3.78154 -0.89291 -0.043 0.003 -0.015
H -6.51962 5.36831 -1.67910 0.014 0.009 -0.015
H -4.88711 2.43416 -2.92492 0.079 0.007 0.012
C 1.30859 -3.84385 10.87526 -0.090 0.123 -0.045
C 1.77780 -4.13214 9.45859 0.235 -0.111 0.338
C 2.72055 -5.32435 9.41013 0.013 0.010 -0.160
O 2.41411 -2.97537 8.90362 -0.212 -0.018 -0.309
H 2.16007 -3.60267 11.51677 0.032 -0.077 0.005
H 0.63443 -2.98761 10.88929 -0.025 -0.018 -0.020
H 0.79002 -4.70247 11.30212 0.016 -0.012 0.007
H 0.91350 -4.32580 8.82136 0.002 0.085 -0.077
H 3.61446 -5.12761 10.00748 -0.034 -0.006 0.072
H 3.04571 -5.51584 8.38666 -0.033 -0.011 -0.008
H 2.24090 -6.22383 9.79656 0.004 0.001 0.019
H 3.18427 -2.77500 9.44426 0.068 0.032 0.032
C -4.98485 4.37643 -8.47320 -0.021 -0.012 -0.115
C -3.46498 4.42150 -8.52350 -0.213 0.188 0.299
C -2.85407 4.17190 -7.15256 0.158 -0.042 0.004
O -3.02292 5.67408 -9.04116 0.125 -0.174 -0.150
H -5.36668 5.15589 -7.80778 0.025 -0.030 0.067
H -5.40470 4.55542 -9.46252 0.017 -0.027 -0.017
H -5.34267 3.41085 -8.11230 -0.003 0.005 0.016
H -3.10237 3.66910 -9.22435 0.051 0.050 -0.073
H -3.17109 4.94425 -6.44594 -0.093 -0.019 -0.004
H -1.76543 4.20713 -7.20694 0.000 -0.027 -0.038
H -3.15425 3.19983 -6.75670 -0.020 0.011 0.014
H -3.33044 6.36435 -8.44621 -0.037 0.072 0.028
```
Forces are in eV/Å.

Values from the calculation:
net charge: +1
orbital gap: 0.3440 Ha

Atom charges from the Löwdin analysis, given in e for atoms 1 to 6: number 1, C, carries -0.094; number 2, C, carries -0.258; number 3, C, carries -0.171; number 4, C, carries -0.173; number 5, N, carries 0.016; number 6, C, carries -0.264

---

3.
The following is a DFT calculation (ωB97M-V/def2-TZVPD) of the molecule C4H3N3OS.

XYZ file:
```
12
Properties=species:S:1:pos:R:3:forces:R:3
C 0.91985 -1.26782 0.54042 -0.903 1.167 1.081
C 1.94663 -2.71441 -1.12363 0.378 -0.539 -0.127
C -0.48787 0.45348 -0.01227 -0.064 -0.015 0.184
C -0.92509 1.54357 -0.92262 -0.200 0.078 0.075
N 1.60733 -2.21433 -0.12228 0.960 -1.341 -0.210
N 0.88445 -1.14602 1.81458 0.475 -1.118 -0.792
N 0.39016 -0.39122 -0.37538 -0.284 1.124 -0.242
O -1.14181 0.39457 1.17704 0.251 -0.140 0.440
S -0.08171 -0.05809 2.49398 -0.563 0.774 -0.317
H -0.06411 1.93964 -1.45516 -0.001 -0.017 -0.005
H -1.42911 2.32305 -0.35758 0.013 0.040 -0.039
H -1.61873 1.13760 -1.65711 -0.060 -0.013 -0.048
```
Forces are in eV/Å.

Values from the calculation:
net charge: 0
relative energy (zero: lowest compared OMol25 entry of this formula, charge and spin): 56.9 kcal per mole
orbital gap: 0.3031 Ha

Atom charges from the natural (NBO) analysis, given in e for atoms 1 to 6: number 1, C, carries 0.495; number 2, C, carries 0.391; number 3, C, carries 0.642; number 4, C, carries -0.688; number 5, N, carries -0.557; number 6, N, carries -0.614

---

4.
The following is a DFT calculation (ωB97M-V/def2-TZVPD) of a cluster of 2 separate species, C6H14P in total.

XYZ file:
```
21
Properties=species:S:1:pos:R:3:forces:R:3
C 2.37147 0.13231 0.52126 -1.048 -0.388 -1.236
C 1.70092 -0.55900 -0.39800 -1.669 3.641 4.153
C 3.87296 0.12612 0.45791 -1.318 -0.429 1.229
C -2.17378 -1.34218 -0.49021 1.204 1.860 -1.072
C -1.23240 0.71482 1.56648 0.773 -3.268 0.840
C -1.78471 1.17761 -1.43192 2.354 1.653 0.340
P -0.98424 0.07018 -0.13342 0.449 -1.060 -1.221
H 1.89474 0.76153 1.24391 -0.385 0.095 0.372
H 1.96786 -1.12336 -1.19366 0.009 -1.775 -2.549
H 4.37807 0.95373 0.86042 -0.015 1.894 0.157
H 4.06966 0.01009 -0.54719 1.412 -0.624 -1.897
H 4.25016 -0.60052 1.13169 0.374 -1.505 0.080
H -1.83511 -1.78984 -1.44143 -0.431 0.464 0.168
H -3.12388 -0.78465 -0.58045 0.258 -0.927 0.104
H -2.12896 -2.11309 0.20561 -0.265 -1.164 1.505
H -2.26884 0.53513 1.83890 -0.112 -0.047 0.115
H -1.04869 1.71889 1.56548 0.459 2.807 -0.037
H -0.53420 0.24524 2.37403 -1.251 0.522 -1.676
H -1.78267 2.26733 -1.23618 0.586 -0.494 0.379
H -2.79580 1.03394 -1.68174 -1.346 -1.107 0.122
H -1.20092 1.06912 -2.35195 -0.039 -0.146 0.124
```
Forces are in eV/Å.

Values from the calculation:
net charge: +1
relative energy (zero: lowest compared OMol25 entry of this formula, charge and spin): 104.5 kcal per mole
orbital gap (spin up / spin down): 0.3169 / 0.3169 Ha

Atom charges from the natural (NBO) analysis, given in e for atoms 1 to 6: number 1, C, carries -0.219; number 2, C, carries 0.004; number 3, C, carries -0.639; number 4, C, carries -0.888; number 5, C, carries -0.949; number 6, C, carries -0.941

---

5.
The following is a DFT calculation (ωB97M-V/def2-TZVPD) of the ion C6H10NO2S with charge +1.

XYZ file:
```
20
Properties=species:S:1:pos:R:3:forces:R:3
C -0.08728 0.84411 1.23129 -0.598 -2.584 -1.765
C 0.37990 -1.58375 0.46452 -3.330 0.915 -1.262
C -2.29211 0.35264 0.24169 -0.322 -5.018 -0.375
C 1.76596 -1.90458 0.04376 -0.903 -2.704 -0.151
C -0.65715 1.83055 -1.02150 -3.643 3.307 -0.545
C -1.21765 1.30560 0.36557 1.319 0.225 -1.266
N -1.96393 -0.96983 0.17274 -1.241 0.678 1.277
O 0.47713 -0.29980 1.27200 0.055 3.416 2.211
O -0.48079 -1.26033 -0.57594 1.383 -0.533 -0.734
S -3.94322 0.69529 0.42371 -0.695 0.684 -0.393
H 0.19185 1.67430 1.83276 1.360 -0.052 1.247
H -0.18193 -2.24158 1.14622 0.852 0.112 0.147
H 1.54908 -2.50731 -0.89610 0.921 0.365 1.184
H 2.29262 -2.48577 0.85886 -0.519 0.595 -1.184
H 2.29184 -1.03710 -0.21817 0.803 1.171 -0.391
H 0.26775 1.49232 -1.22511 3.303 -1.180 -0.495
H -1.27591 1.54597 -1.90478 0.088 -0.322 0.987
H -0.67576 2.99940 -1.13370 0.220 -2.164 0.784
H -1.64643 2.11399 0.88074 -0.219 1.535 0.695
H -2.68597 -1.73088 -0.02610 1.164 1.554 0.030
```
Forces are in eV/Å.

Values from the calculation:
net charge: +1
relative energy (zero: lowest compared OMol25 entry of this formula, charge and spin): 75.7 kcal per mole
2S+1: 3
orbital gap (spin up / spin down): 0.2066 / 0.2523 Ha

Atom charges from the natural (NBO) analysis, given in e for atoms 1 to 6: number 1, C, carries 0.562; number 2, C, carries 0.384; number 3, C, carries -0.043; number 4, C, carries -0.660; number 5, C, carries -0.593; number 6, C, carries -0.410

---

6.
The following is a DFT calculation (ωB97M-V/def2-TZVPD) of the molecule CH7ClN2Si2.

XYZ file:
```
13
Properties=species:S:1:pos:R:3:forces:R:3
C -1.82033 -1.11465 0.15104 0.126 4.109 1.745
Si 0.05312 -1.44232 0.10915 -0.195 1.722 -1.933
Cl -0.14819 -3.46925 -1.02327 0.398 1.793 0.421
N 0.90033 0.26976 -0.00823 -1.239 -3.790 0.761
N 0.45182 1.48546 -0.67174 -0.518 0.232 -1.414
Si 2.18752 1.23525 -0.54767 -1.047 1.080 0.429
H -2.16819 -0.83659 1.25441 0.465 -1.161 -2.260
H -2.12865 -0.11979 -0.41212 1.231 -1.672 0.976
H -2.35674 -1.83751 -0.39323 -0.684 -1.329 0.104
H 1.10256 -1.96493 0.90145 0.351 -0.443 1.148
H -0.02933 2.09603 -0.01040 0.422 -0.090 0.005
H 3.08481 0.92448 -1.64909 -0.001 -0.140 -0.244
H 2.60898 2.31961 0.34300 0.692 -0.311 0.262
```
Forces are in eV/Å.

Values from the calculation:
net charge: 0
relative energy (zero: lowest compared OMol25 entry of this formula, charge and spin): 31.2 kcal per mole
structure (SMILES): C[Si@@H](Cl)N1N[SiH2]1
orbital gap: 0.3261 Ha

Atom charges from the natural (NBO) analysis, given in e for atoms 1 to 6: number 1, C, carries -1.140; number 2, Si, carries 1.550; number 3, Cl, carries -0.514; number 4, N, carries -1.065; number 5, N, carries -0.835; number 6, Si, carries 1.409

---

no.,E_tot (a.u.)
1,-1918.21512
2,-3170.81304
3,-791.82761
4,-577.97155
5,-837.54097
6,-1190.93899